Arrangement w

# CH11O5

5 unconnected molecules or ions with the total composition CH11O5 (the ωB97M-V functional and the def2-TZVPD basis, the OMol25 dataset).

The geometry in ORCA input format:
```
! wB97M-V def2-TZVPD RIJCOSX def2/J DEFGRID3
* xyz -1 1
C 0.353 2.101 -0.156
O 0.099 0.727 0.003
H -0.284 2.641 0.610
H 0.307 2.558 -1.219
H 1.472 2.414 0.046
H -0.847 0.066 -1.019
H -1.346 -0.725 -2.356
O -1.556 -0.582 -1.421
H -0.518 -0.129 1.975
H -0.514 1.101 2.790
O -0.574 0.067 2.964
H -1.549 -2.738 -0.421
H -0.538 -3.610 -1.007
O -1.379 -3.689 -0.549
H 1.654 0.342 0.055
H 2.597 -0.755 -0.290
O 2.622 0.213 -0.004
*
```

## Properties
**M**: 103.1 g mol⁻¹
**HOMO energy**: -4.6 eV



Arrangement x

# CH11O5

A molecular structure, CH11O5 (the ωB97M-V functional and the def2-TZVPD basis, the OMol25 dataset).

The geometry in ORCA input format:
```
! wB97M-V def2-TZVPD RIJCOSX def2/J DEFGRID3
* xyz -1 1
C 0.036 -1.177 0.832
O -0.555 -0.483 -0.272
H 1.076 -1.288 0.701
H 0.011 -0.487 1.605
H -0.330 -2.145 0.980
H -1.722 -0.799 -2.283
H -1.723 -1.491 -1.012
O -2.162 -1.540 -1.956
H -0.868 0.723 0.259
H -2.007 1.396 0.346
O -1.178 1.862 0.574
H 2.032 -0.016 2.123
H 1.572 1.113 1.064
O 2.303 0.638 1.615
H 1.253 2.079 -1.531
H 0.885 0.568 -1.207
O 1.377 1.046 -1.839
*
```

## Properties
**M**: 103.1 g mol⁻¹
**HOMO energy**: -5.1 eV



arrangement w (1.365 eV below the next structure)



Arrangement w

# C3H5NS2

C3H5NS2 in the gas phase (the ωB97M-V functional and the def2-TZVPD basis, the OMol25 dataset).

The geometry in ORCA input format:
```
! wB97M-V def2-TZVPD RIJCOSX def2/J DEFGRID3
* xyz 0 1
C -0.604 1.007 1.277
C 0.727 1.220 1.304
C -0.080 -1.128 -1.665
N -1.086 -0.256 0.871
S 1.775 -0.096 0.686
S -0.020 -1.249 0.254
H -1.520 1.633 1.407
H 1.110 2.223 1.725
H 0.815 -1.414 -2.160
H -0.319 0.016 -1.708
H -0.797 -1.955 -1.991
*
```

## Properties
**M**: 119.2 g mol⁻¹
**HOMO energy**: -7.4 eV



Arrangement x

# C3H5NS2

2 unconnected molecules or ions with the total composition C3H5NS2 (the ωB97M-V functional and the def2-TZVPD basis, the OMol25 dataset).

The geometry in ORCA input format:
```
! wB97M-V def2-TZVPD RIJCOSX def2/J DEFGRID3
* xyz 0 1
C -0.175 -0.034 2.465
C 2.426 -1.941 0.011
C -1.066 2.362 -0.453
N -0.180 -1.160 2.636
S -0.133 1.613 2.264
S 0.487 1.905 0.354
H 3.171 -2.801 -0.070
H 1.510 -2.154 0.604
H -1.870 1.735 -0.218
H -0.848 2.347 -1.470
H -1.249 3.418 0.047
*
```

## Properties
**M**: 119.2 g mol⁻¹
**HOMO energy (spin up / spin down)**: -9.3 / -9.3 eV



arrangement w (2.804 eV below the next structure)



Arrangement w

# C5H6NO

A molecular structure, C5H6NO (the ωB97M-V functional and the def2-TZVPD basis, the OMol25 dataset).

The geometry in ORCA input format:
```
! wB97M-V def2-TZVPD RIJCOSX def2/J DEFGRID3
* xyz 1 1
C -0.331 -1.263 -1.998
C 0.624 0.329 -0.911
C -0.538 -0.876 0.139
C 1.080 1.608 -0.477
C -1.038 -0.893 1.481
N 0.605 -0.359 -1.975
O -0.678 -1.745 -0.780
H 0.332 2.129 0.121
H 1.400 2.215 -1.324
H 1.951 1.459 0.173
H -1.642 -0.002 1.692
H -0.170 -0.798 2.147
H -1.593 -1.804 1.714
*
```

## Properties
**M**: 96.1 g mol⁻¹
**HOMO energy (spin up / spin down)**: -14.7 / -14.2 eV



Arrangement x

# C5H6NO

A gas-phase ion, C5H6NO (charge +1) (the ωB97M-V functional and the def2-TZVPD basis, the OMol25 dataset).

The geometry in ORCA input format:
```
! wB97M-V def2-TZVPD RIJCOSX def2/J DEFGRID3
* xyz 1 1
C 1.163 -0.693 -1.010
C 1.016 0.548 -1.739
C -0.006 -0.983 1.268
C -1.062 0.961 -0.376
C -0.134 0.443 0.746
N 0.909 -0.446 0.287
O -0.190 1.510 -1.361
H 1.664 -1.451 -1.622
H 0.374 -1.022 2.297
H -0.704 -1.833 0.858
H -1.671 0.061 -0.748
H -1.739 1.798 -0.097
H 0.381 1.108 1.496
*
```

## Properties
**M**: 96.1 g mol⁻¹
**HOMO energy (spin up / spin down)**: -15.5 / -14.9 eV



arrangement w (1.088 eV below the next structure)



Arrangement w

# C7H13N2S

A gas-phase ion, C7H13N2S (charge +1) (the ωB97M-V functional and the def2-TZVPD basis, the OMol25 dataset).

The geometry in ORCA input format:
```
! wB97M-V def2-TZVPD RIJCOSX def2/J DEFGRID3
* xyz 1 1
C 0.571 1.673 -1.845
C -0.076 1.392 -0.746
C -0.604 2.356 0.243
C -0.216 -0.029 -0.331
N -0.251 -1.135 -1.292
C -1.310 -0.887 -2.348
N -0.780 -0.535 0.963
C 0.471 -0.693 1.142
S 1.937 -0.918 1.928
C 1.406 -1.673 3.544
H 0.430 2.714 -2.199
H 1.184 0.922 -2.291
H -1.460 1.919 0.711
H 0.110 2.401 0.993
H -0.710 3.312 -0.157
H 0.714 -1.344 -1.617
H -0.548 -1.919 -0.711
H -1.135 0.123 -2.772
H -1.363 -1.525 -3.142
H -2.166 -0.855 -1.773
H 1.469 -0.999 4.355
H 2.046 -2.508 3.907
H 0.283 -1.792 3.437
*
```

## Properties
**M**: 157.3 g mol⁻¹
**HOMO energy**: -12.4 eV



Arrangement x

# C7H13N2S

A molecular structure, C7H13N2S (the ωB97M-V functional and the def2-TZVPD basis, the OMol25 dataset).

The geometry in ORCA input format:
```
! wB97M-V def2-TZVPD RIJCOSX def2/J DEFGRID3
* xyz 1 1
C -0.131 -0.314 -1.280
C 0.293 2.013 0.336
C -0.556 0.889 0.991
C 0.774 -1.285 1.241
C 0.184 2.134 -1.192
C -0.062 -2.389 1.765
C -0.250 -0.456 0.388
N -0.278 0.880 -1.820
N -0.122 -1.395 -1.978
S -1.550 -1.827 0.737
H -0.193 2.998 0.633
H 1.293 1.947 0.756
H -0.260 0.860 2.064
H -1.634 1.210 0.879
H 1.080 -0.534 1.939
H 1.615 -1.424 0.617
H -0.464 2.922 -1.546
H 1.118 2.364 -1.469
H 0.344 -3.457 1.456
H -0.428 -2.204 2.845
H -0.295 0.844 -2.830
H -0.038 -2.309 -1.658
H -0.439 -1.467 -2.873
*
```

## Properties
**M**: 157.3 g mol⁻¹
**HOMO energy**: -12.6 eV



Arrangement y

# C7H13N2S

A gas-phase ion, C7H13N2S (charge +1) (the ωB97M-V functional and the def2-TZVPD basis, the OMol25 dataset).

The geometry in ORCA input format:
```
! wB97M-V def2-TZVPD RIJCOSX def2/J DEFGRID3
* xyz 1 1
C 0.690 -1.605 0.002
C -3.377 0.124 -0.886
C -2.363 0.259 -0.046
C 0.218 0.174 1.687
C 0.076 1.323 0.748
C 1.150 2.331 0.734
C 1.852 -1.330 -2.042
N 0.019 -1.151 1.108
N 1.255 -0.852 -0.832
S -1.213 1.586 -0.279
H 0.615 -2.693 -0.110
H -4.097 -0.667 -0.763
H -3.528 0.790 -1.720
H -2.185 -0.388 0.794
H 1.204 0.251 2.167
H -0.541 0.278 2.473
H 1.175 2.872 1.685
H 1.034 3.052 -0.071
H 2.121 1.841 0.632
H 1.092 -1.733 -2.716
H 2.590 -2.113 -1.850
H 2.342 -0.490 -2.528
H -0.125 -1.860 1.813
*
```

## Properties
**M**: 157.3 g mol⁻¹
**HOMO energy**: -12.8 eV



arrangement x (0.579 eV below the next structure)



Arrangement w

# CH6NO4

3 unconnected molecules or ions with the total composition CH6NO4 (the ωB97M-V functional and the def2-TZVPD basis, the OMol25 dataset).

The geometry in ORCA input format:
```
! wB97M-V def2-TZVPD RIJCOSX def2/J DEFGRID3
* xyz -1 1
N 0.418 1.670 -0.004
C 0.429 0.612 -0.919
O -0.525 -0.231 -0.685
O 1.403 0.566 -1.735
H -0.108 1.593 0.901
H 1.346 2.044 0.245
H 0.296 -1.705 -0.378
H 0.965 -2.547 -1.419
O 0.849 -2.550 -0.454
H -1.474 -0.087 0.750
H -1.578 0.423 2.263
O -2.022 0.211 1.436
*
```

## Properties
**M**: 96.1 g mol⁻¹
**HOMO energy**: -5.1 eV



Arrangement x

# CH6NO4

3 unconnected molecules or ions with the total composition CH6NO4 (the ωB97M-V functional and the def2-TZVPD basis, the OMol25 dataset).

The geometry in ORCA input format:
```
! wB97M-V def2-TZVPD RIJCOSX def2/J DEFGRID3
* xyz -1 1
N 0.439 2.903 0.189
C 0.771 1.557 0.593
O 1.438 0.872 -0.228
O 0.494 1.252 1.778
H 0.083 2.725 -0.749
H -0.217 3.329 0.824
H -0.586 -2.922 -0.241
H -1.461 -3.422 0.910
O -0.653 -3.619 0.438
H -0.319 -0.603 -1.857
H 0.441 -1.013 -0.627
O -0.430 -1.059 -1.031
*
```

## Properties
**M**: 96.1 g mol⁻¹
**HOMO energy**: -4.1 eV



Arrangement y

# CH6NO4

3 unconnected molecules or ions with the total composition CH6NO4 (the ωB97M-V functional and the def2-TZVPD basis, the OMol25 dataset).

The geometry in ORCA input format:
```
! wB97M-V def2-TZVPD RIJCOSX def2/J DEFGRID3
* xyz -1 1
N 0.690 1.422 -1.522
C -0.157 0.609 -0.769
O 0.335 -0.438 -0.271
O -1.323 1.038 -0.587
H 1.662 1.402 -1.269
H 0.299 2.305 -1.827
H -1.304 -1.422 0.203
H -2.492 -0.597 0.133
O -2.236 -1.472 0.445
H 0.837 -0.552 1.727
H 2.018 -1.487 1.598
O 1.669 -0.807 2.140
*
```

## Properties
**M**: 96.1 g mol⁻¹
**HOMO energy**: -4.7 eV



arrangement y (0.373 eV below the next structure)



Arrangement w

# C10H16

2 unconnected molecules or ions with the total composition C10H16 (the ωB97M-V functional and the def2-TZVPD basis, the OMol25 dataset).

The geometry in ORCA input format:
```
! wB97M-V def2-TZVPD RIJCOSX def2/J DEFGRID3
* xyz 1 2
C -1.426 -1.660 -1.821
C -1.348 -0.156 -2.145
C -0.274 -2.125 -0.928
H -2.364 -1.892 -1.327
H -1.312 -2.149 -2.780
H -0.418 0.101 -2.642
H -0.478 -3.136 -0.579
H -1.667 0.429 -1.299
H -2.103 0.009 -2.911
H 0.711 -2.037 -1.388
H -0.199 -1.506 -0.018
C 2.737 0.945 0.372
C 1.389 0.947 0.947
C 1.062 0.082 2.025
C 0.387 1.830 0.412
C -0.156 0.170 2.626
C -0.921 1.700 0.808
C -1.149 0.987 1.991
H 2.772 0.543 -0.649
H 3.448 0.319 0.914
H 1.764 -0.696 2.302
H 0.655 2.515 -0.376
H -0.496 -0.398 3.479
H -1.621 2.285 0.225
H -2.125 0.951 2.458
H 3.131 1.943 0.303
*
```

## Properties
**Expectation value of S²**: 0.77
**M**: 136.2 g mol⁻¹
**HOMO energy (spin up / spin down)**: -14.4 / -14.4 eV



Arrangement x

# C10H16

2 unconnected molecules or ions with the total composition C10H16 (the ωB97M-V functional and the def2-TZVPD basis, the OMol25 dataset).

The geometry in ORCA input format:
```
! wB97M-V def2-TZVPD RIJCOSX def2/J DEFGRID3
* xyz 1 2
C 2.527 2.099 -1.257
C 1.317 2.897 -0.664
C 2.132 0.607 -1.475
H 2.825 2.503 -2.216
H 3.262 2.221 -0.469
H 1.671 3.563 0.122
H 1.077 0.423 -1.286
H 2.360 0.339 -2.504
H 0.661 2.223 -0.096
H 0.721 3.395 -1.425
H 2.697 -0.036 -0.798
C -0.704 -3.316 0.073
C -1.138 0.932 0.909
C -0.599 -0.027 1.872
C -1.702 0.429 -0.230
C -0.541 -1.378 1.654
C -1.535 -0.951 -0.492
C -1.019 -1.893 0.433
H -1.162 1.972 1.193
H -0.084 0.409 2.721
H -2.177 1.085 -0.942
H -0.310 -1.967 2.533
H -1.743 -1.258 -1.512
H -1.384 -3.981 0.610
H 0.361 -3.406 0.273
H -0.901 -3.505 -0.981
*
```

## Properties
**Expectation value of S²**: 0.77
**M**: 136.2 g mol⁻¹
**HOMO energy (spin up / spin down)**: -14.2 / -14.2 eV



arrangement w (0.486 eV below the next structure)